The following is a DFT calculation (ωB97M-V/def2-TZVPD) of a molecular structure, C13H21BClNO4 in a non-equilibrium geometry.

CARTESIAN COORDINATES (ANGSTROEM)
C: 1.269 0.771 1.910
N: 0.216 -0.187 1.995
C: -0.014 -0.864 0.721
C: 0.055 -0.828 3.304
Cl: -0.216 -2.652 3.183
H: 1.156 1.363 0.986
H: 1.236 1.464 2.752
H: 2.267 0.286 1.840
H: 0.218 -0.143 -0.091
H: 0.657 -1.734 0.543
H: -1.080 -1.130 0.610
H: 1.074 -0.797 3.710
C: 0.807 -1.362 7.064
C: -0.289 -0.760 6.364
C: -1.582 -1.280 6.167
C: -1.963 -0.954 4.876
C: -0.761 -0.302 4.326
B: -2.071 1.173 3.183
O: -2.382 0.042 2.375
C: -3.188 0.568 1.345
C: -3.254 2.116 1.571
C: -4.126 2.744 0.499
C: -1.759 2.620 1.583
O: -1.108 2.096 2.747
C: -3.862 2.275 3.001
O: -3.047 1.641 4.029
O: -0.044 0.222 5.402
H: 0.567 -1.443 8.129
H: 1.001 -2.393 6.719
H: 1.716 -0.766 6.915
H: -2.092 -1.870 6.916
H: -2.984 -0.941 4.484
H: -2.802 0.367 0.336
H: -4.198 0.148 1.435
H: -4.150 3.821 0.683
H: -3.733 2.537 -0.504
H: -5.127 2.317 0.571
H: -1.227 2.267 0.673
H: -1.729 3.713 1.683
H: -3.949 3.318 3.289
H: -4.844 1.779 3.008

Output
Orbital gap (eV): 7.0
ΔE to the lowest compared entry with this formula, charge and spin (eV): 2.102
Spin multiplicity: 1
Charge: 0
Lowest unoccupied orbital energy (eV): -0.707

Atom charges from the Mulliken analysis, given in e for atoms 1 to 4: atom 1 (C): -1.269, atom 2 (N): 0.517, atom 3 (C): -1.032, atom 4 (C): -0.624